(1)
C6H26B2Cl2CoCrN6O20 | ωB97M-V with the def2-TZVPD basis set

Values from the calculation:
**Energy above the lowest of the compared OMol25 structures with the same formula, charge and spin**: 0.000 eV
**Total energy**: -148944.663 eV
**E_LUMO (spin up / spin down)**: -1.114 / -0.914 eV
**Gap between HOMO and LUMO (spin up / spin down)**: 8.2 / 8.4 eV
**Spin multiplicity**: 8

Last column: Mulliken spin population.
Element x y z (Å)
Cr (-1.30030, -0.11913, -1.74091)  3.87
Co (1.86514, 0.05152, 1.50172)  2.83
Cl (-0.72232, 1.07943, 3.69147)  0.00
O (-1.82881, 0.30753, 4.16625)  0.00
O (-1.07738, 1.70584, 2.43279)  0.00
O (-0.33522, 2.07520, 4.65350)  0.00
O (0.43491, 0.21272, 3.45864)  0.01
Cl (1.57457, 1.15250, -3.85375)  0.00
O (1.26374, 0.20834, -4.89937)  0.00
O (0.55473, 0.98646, -2.80838)  0.01
O (2.85894, 0.91540, -3.28772)  0.00
O (1.47707, 2.49383, -4.35449)  0.00
B (3.41895, -0.18150, -0.15742)  0.04
H (2.57055, 0.65920, -0.33259)  0.05
H (3.56908, -0.80758, -1.14887)  0.00
H (4.44704, 0.36432, 0.10499)  0.00
H (3.08627, -0.92959, 0.69311)  0.01
B (0.00611, -0.46975, 0.19380)  -0.04
H (0.57847, 0.54597, 0.20638)  0.02
H (0.33503, -1.14281, 1.07984)  0.02
H (-1.13081, -0.24847, 0.19952)  0.04
H (0.25638, -1.06007, -0.79100)  0.05
C (3.85427, -3.82636, 2.75523)  0.00
N (2.67015, -3.03149, 3.19144)  0.00
O (2.12252, -2.33549, 2.35241)  0.00
O (2.27951, -3.17502, 4.32444)  0.00
H (3.38219, -4.70350, 2.31346)  0.00
H (4.44169, -4.06206, 3.63146)  0.00
H (4.36975, -3.28010, 1.97286)  0.00
C (0.12949, -2.87782, -5.02875)  0.00
N (0.36400, -2.29041, -3.68864)  0.00
O (1.45417, -2.43933, -3.21709)  0.01
O (-0.55799, -1.75270, -3.07758)  0.01
H (-0.95402, -2.96554, -5.09104)  0.00
H (0.65220, -3.81766, -5.11745)  0.00
H (0.40011, -2.11692, -5.75836)  0.00
C (-4.31654, 1.41491, 1.37636)  0.00
N (-3.64906, 0.23665, 0.77012)  0.00
O (-3.22930, 0.33629, -0.37958)  0.00
O (-3.59924, -0.78332, 1.40586)  0.01
H (-3.74278, 2.27078, 1.03506)  0.00
H (-4.15458, 1.35220, 2.44927)  0.00
H (-5.36982, 1.41456, 1.12392)  0.00
C (-0.98609, 4.40180, -1.45698)  0.00
N (-1.91799, 3.24834, -1.36118)  -0.01
O (-1.42975, 2.13353, -1.43577)  0.00
O (-3.09733, 3.48389, -1.28332)  0.01
H (-1.11838, 4.76975, -2.47221)  0.00
H (0.03536, 4.07752, -1.30559)  0.00
H (-1.29329, 5.13941, -0.72509)  0.00
C (2.12428, 4.08666, 2.83692)  0.00
N (1.33535, 3.39662, 1.78468)  0.00
O (0.35845, 3.91538, 1.31080)  0.00
O (1.64330, 2.22869, 1.56119)  0.01
H (1.96574, 3.52201, 3.75208)  0.00
H (1.67197, 5.06682, 2.95159)  0.00
H (3.15565, 4.15348, 2.51054)  0.00
C (-3.44620, -3.80040, -0.05487)  0.00
N (-2.36896, -3.25505, -0.89545)  0.00
O (-2.35169, -2.04868, -1.08393)  0.00
O (-1.54564, -4.02121, -1.32596)  0.01
H (-4.39920, -3.53835, -0.51287)  0.00
H (-3.35282, -3.44315, 0.96477)  0.00
H (-3.43162, -4.88406, -0.11024)  0.00

---

(2)
C6H26B2Cl3CoCrN6O24 | ωB97M-V with the def2-TZVPD basis set

Values from the calculation:
**Energy above the lowest of the compared OMol25 structures with the same formula, charge and spin**: 0.000 eV
**Total energy**: -169653.063 eV
**Net charge**: -1
**E_LUMO (spin up / spin down)**: 0.886 / 0.789 eV
**Gap between HOMO and LUMO (spin up / spin down)**: 7.3 / 7.5 eV
**Spin multiplicity**: 8

Last column: Mulliken spin population.
Element x y z (Å)
Cr (-0.37105, 1.85209, 2.27562)  3.95
Co (-0.27803, -2.18174, -0.16274)  2.82
Cl (0.61365, -3.37350, 2.89287)  0.00
O (1.65988, -2.44031, 2.52176)  0.00
O (-0.42923, -3.32178, 1.84928)  0.02
O (1.15246, -4.70490, 2.93603)  0.00
O (0.03675, -3.01187, 4.14123)  0.00
Cl (-3.53993, 3.08466, 1.04934)  0.01
O (-4.75742, 2.71527, 1.68426)  0.00
O (-3.62849, 2.94193, -0.37998)  0.00
O (-3.17595, 4.44956, 1.38058)  0.00
O (-2.46675, 2.20701, 1.52570)  -0.02
Cl (-3.85229, -1.81543, -0.03062)  0.01
O (-4.57754, -2.99210, 0.34918)  0.00
O (-4.11226, -0.70985, 0.82877)  0.00
O (-2.42472, -2.14251, 0.05342)  0.01
O (-4.16633, -1.45127, -1.39419)  0.00
B (-0.95749, 0.52065, 4.13515)  -0.02
H (-0.94125, 0.75416, 5.30862)  0.00
H (0.13528, 0.69471, 3.72074)  -0.02
H (-1.29059, -0.59365, 3.92883)  0.01
H (-1.66559, 1.35496, 3.72101)  0.04
B (-0.30056, -0.02725, 0.62934)  0.07
H (0.59584, -0.78963, 0.73273)  0.02
H (-0.99630, -0.06368, 1.57188)  -0.02
H (0.02783, 1.08977, 0.60371)  0.02
H (-0.83732, -0.27680, -0.42868)  0.03
C (-1.38622, -3.55971, -4.11993)  0.00
N (-0.33444, -2.97005, -3.24521)  0.00
O (-0.73953, -2.30679, -2.29683)  0.01
O (0.82577, -3.07912, -3.55267)  0.01
H (-1.66488, -2.70330, -4.73390)  0.00
H (-2.14054, -3.96293, -3.45568)  0.00
H (-0.94015, -4.29131, -4.78463)  0.00
C (3.75765, -3.52030, -0.77180)  0.00
N (2.45474, -3.89705, -0.18677)  0.00
O (1.57550, -3.05892, -0.11083)  0.02
O (2.33149, -5.05043, 0.12353)  -0.01
H (3.91796, -4.11906, -1.66346)  0.00
H (4.54344, -3.72972, -0.05396)  0.00
H (3.70353, -2.47098, -1.03459)  0.00
C (-2.43211, 0.98316, -2.85026)  0.00
N (-2.40611, 0.65293, -4.29995)  0.00
O (-2.34034, 1.56694, -5.09637)  0.00
O (-2.47881, -0.52279, -4.60338)  0.00
H (-3.23595, 0.37080, -2.43939)  0.00
H (-2.65088, 2.03215, -2.69580)  0.00
H (-1.49609, 0.69480, -2.37907)  0.00
C (-0.41416, 5.65033, -0.14072)  0.00
N (-0.09579, 4.19590, -0.13402)  0.01
O (-0.12240, 3.64826, 0.95147)  0.05
O (-0.04606, 3.62204, -1.19156)  0.01
H (0.10932, 6.17004, -0.93455)  0.00
H (-0.08690, 6.03240, 0.82015)  0.00
H (-1.49699, 5.65778, -0.25761)  0.00
C (3.63940, 1.26705, 3.29401)  0.00
N (3.02437, 2.09655, 2.22330)  0.00
O (3.74745, 2.77598, 1.53071)  0.02
O (1.81575, 2.01679, 2.10472)  -0.05
H (4.69998, 1.19662, 3.08172)  0.00
H (3.14081, 0.30071, 3.29733)  0.00
H (3.50996, 1.78873, 4.23970)  0.00
C (3.13195, 1.18334, -1.77983)  0.00
N (2.62773, -0.00202, -1.04326)  -0.01
O (1.71693, -0.61405, -1.56774)  0.01
O (3.05861, -0.21599, 0.07368)  0.00
H (2.39125, 1.97282, -1.66454)  0.00
H (3.29446, 0.91881, -2.81772)  0.00
H (4.03768, 1.51114, -1.27811)  0.00

---

(3)
C6H27NO8 | ωB97M-V with the def2-TZVPD basis set

Values from the calculation:
**Energy above the lowest of the compared OMol25 structures with the same formula, charge and spin**: 4.223 eV
**Total energy**: -24527.583 eV
**Structure (SMILES)**: COCCNCCOC.O.O.O.O.O.O
**E_LUMO**: 0.060 eV
**Gap between HOMO and LUMO**: 9.1 eV
**Spin multiplicity**: 1

Last column: Mulliken charge in e.
Element x y z (Å)
C (-0.80693, 5.53461, -4.77688)  -0.79
O (-0.11532, 4.41975, -4.39917)  -0.29
C (0.65073, 4.52792, -3.26461)  -0.72
C (0.98575, 3.12252, -2.61203)  -0.53
N (-0.19895, 2.62522, -1.97179)  -0.38
C (0.01887, 1.28976, -1.45923)  -0.45
C (-1.18675, 0.47281, -1.74833)  -0.80
O (-1.40928, 0.17704, -3.14918)  -0.34
C (-0.54411, -0.59817, -3.91969)  -0.70
H (-1.52667, 5.84887, -4.02102)  0.35
H (-1.33788, 5.32006, -5.70433)  0.24
H (-0.18885, 6.42365, -4.90210)  0.31
H (0.01469, 5.05926, -2.55663)  0.36
H (1.53820, 5.15627, -3.33988)  0.45
H (1.69259, 3.13906, -1.78245)  0.43
H (1.51347, 2.61569, -3.41996)  0.27
H (-0.94891, 2.46952, -2.63013)  0.29
H (0.28174, 1.34282, -0.40274)  0.40
H (0.84841, 0.74525, -1.91034)  0.31
H (-2.12741, 0.85555, -1.35240)  0.34
H (-0.86692, -0.41150, -1.19714)  0.39
H (0.37284, -0.15406, -4.30706)  0.25
H (-1.09226, -0.88231, -4.81797)  0.27
H (-0.21365, -1.52137, -3.44366)  0.32
O (-3.82224, -4.61835, 5.80487)  -0.62
H (-3.26750, -4.64977, 6.58429)  0.31
H (-3.21857, -4.42222, 5.08839)  0.31
O (1.98429, -5.54670, 0.91924)  -0.63
H (1.81750, -4.63089, 1.14215)  0.32
H (2.93823, -5.62538, 0.92573)  0.31
O (3.09661, 0.11018, 4.88437)  -0.63
H (3.49764, 0.95867, 4.69601)  0.32
H (3.82917, -0.50591, 4.88828)  0.32
O (-0.68723, -6.26483, 3.98740)  -0.63
H (-0.69923, -6.47534, 3.05371)  0.32
H (-0.21185, -5.43571, 4.04039)  0.31
O (0.88976, -2.44213, 2.95114)  -0.63
H (0.01946, -2.39873, 3.34729)  0.33
H (1.40618, -1.79775, 3.43520)  0.31
O (-1.18385, -1.60412, 5.72983)  -0.64
H (-0.25337, -1.53046, 5.94198)  0.31
H (-1.48841, -0.69875, 5.66843)  0.32

---

(4)
C6H27NO8 | ωB97M-V with the def2-TZVPD basis set

Values from the calculation:
**Energy above the lowest of the compared OMol25 structures with the same formula, charge and spin**: 2.226 eV
**Total energy**: -24529.580 eV
**Structure (SMILES)**: CCN[C@@H](C)CC=O.O.O.O.O.O.O.O
**E_LUMO**: 0.339 eV
**Gap between HOMO and LUMO**: 9.4 eV
**Spin multiplicity**: 1

Last column: Mulliken charge in e.
Element x y z (Å)
C (-1.29346, -1.44292, -0.16818)  -0.08
N (-0.58223, -0.16006, -0.10810)  0.24
C (-0.80537, 0.52831, 1.18910)  0.52
C (-1.26380, 2.00518, 0.78236)  -0.54
C (-0.70596, 3.06578, 1.67133)  -0.19
O (0.07856, 3.89831, 1.27044)  -0.52
C (0.41706, 0.60146, 2.05026)  -1.31
C (-0.90107, -2.22380, -1.40775)  -1.41
H (-1.17288, -2.09215, 0.69982)  -0.10
H (-2.34736, -1.16629, -0.12321)  0.38
H (0.38494, -0.21129, -0.37699)  0.22
H (-1.62338, 0.04432, 1.71623)  0.41
H (-0.89524, 2.18645, -0.21258)  0.08
H (-2.32184, 2.03931, 0.74057)  0.36
H (-1.06934, 3.12956, 2.71472)  0.41
H (0.36142, 1.09287, 3.02222)  0.50
H (0.71179, -0.41997, 2.30099)  0.15
H (1.35781, 1.04562, 1.71317)  0.09
H (0.08742, -1.99483, -1.79658)  0.30
H (-1.55115, -2.12466, -2.27733)  0.25
H (-0.89846, -3.27900, -1.12923)  0.41
H (2.28018, 2.82759, 0.70820)  0.26
H (2.60655, 2.70512, -0.81201)  0.34
O (2.81910, 2.39314, 0.06869)  -0.68
H (-0.86825, -2.71003, 3.92032)  0.33
H (-0.22360, -2.42009, 2.63678)  0.22
O (-1.08939, -2.68979, 2.97856)  -0.64
H (-4.60170, 0.34565, -0.95077)  0.32
H (-3.66671, -0.25297, -1.90927)  0.31
O (-4.13108, 0.58191, -1.76117)  -0.62
H (1.98093, -2.23524, 0.67676)  0.33
H (2.73999, -3.50852, 0.62813)  0.28
O (2.03207, -3.08687, 1.12738)  -0.62
H (1.82232, 0.80015, -2.91580)  0.35
H (2.52834, -0.14645, -3.91808)  0.30
O (2.65468, 0.63741, -3.37717)  -0.65
H (3.36435, -0.46124, -1.16363)  0.30
H (3.11509, 0.60336, -0.08892)  0.30
O (2.83076, -0.28229, -0.38337)  -0.56
H (-0.99474, 0.95465, -1.83795)  0.32
H (-0.58212, 0.29747, -3.19069)  0.30
O (-0.58422, 1.12482, -2.70728)  -0.65

---

(5)
C6H28Ag3O19P2 | ωB97M-V with the def2-TZVPD basis set

Values from the calculation:
**Total energy**: -76155.120 eV
**E_LUMO (spin up / spin down)**: -0.191 / -3.306 eV
**Gap between HOMO and LUMO (spin up / spin down)**: 9.6 / 6.4 eV
**Spin multiplicity**: 4

Last column: Mulliken spin population.
Element x y z (Å)
Ag (-2.09747, 0.57621, 0.58298)  0.30
Ag (0.70238, 2.21373, 0.05475)  0.38
Ag (1.02964, -0.68253, 2.42913)  0.38
P (-0.07280, 1.80670, 2.82788)  -0.05
O (-0.32582, 2.44050, 4.13470)  0.11
O (-0.76556, 0.46591, 2.60942)  0.25
O (1.43380, 1.44942, 2.45237)  0.36
O (-0.55410, 2.68702, 1.55711)  0.41
P (-0.33513, -0.31732, -1.32245)  0.01
O (-0.19118, -0.75324, -2.74135)  0.06
O (-1.47471, -1.05505, -0.52869)  0.34
O (-0.84866, 1.22990, -1.24182)  0.37
O (0.94667, -0.27653, -0.44826)  0.04
O (-3.68785, 3.09984, -1.79463)  0.00
H (-4.48655, 3.16821, -2.29769)  0.00
H (-3.11877, 2.61642, -2.35583)  0.00
O (-3.89102, 1.76639, 1.05046)  0.01
H (-3.77314, 2.51938, 1.67088)  0.00
H (-3.98816, 2.20031, 0.22239)  0.00
O (2.49412, 2.41457, -1.39756)  0.02
H (3.26635, 1.86592, -1.17879)  0.00
H (2.13146, 2.09899, -2.26606)  0.00
O (0.16961, -2.90842, 0.97231)  0.01
H (-0.43990, -2.43230, 0.40626)  -0.01
H (0.98473, -3.07412, 0.47034)  0.00
O (2.98646, -2.05485, 2.08537)  0.03
H (3.20858, -1.75794, 1.12454)  0.00
H (3.72777, -1.78763, 2.66589)  0.00
C (2.84646, -2.16852, -2.58637)  0.00
C (3.96986, -1.90326, -1.53343)  0.00
O (3.40905, -1.20238, -0.43643)  0.00
O (1.92160, -3.04813, -1.98804)  0.00
H (3.41609, -2.69603, -3.38396)  0.00
H (2.32946, -1.23914, -2.95638)  0.00
H (4.76967, -1.17705, -1.93717)  0.00
H (4.55941, -2.74302, -1.25310)  0.00
H (2.42891, -1.04404, -0.58780)  0.00
H (1.07335, -3.04833, -2.38671)  0.00
C (-2.04811, 1.52288, -5.05210)  0.00
C (-0.75328, 2.25306, -4.77399)  0.00
O (0.30485, 1.28538, -4.42685)  0.00
O (-2.54253, 0.83567, -3.88277)  0.00
H (-1.89393, 0.74989, -5.83824)  0.00
H (-2.80412, 2.25861, -5.28949)  0.00
H (-0.97719, 2.91640, -3.88269)  0.00
H (-0.32016, 2.85753, -5.61270)  0.00
H (0.19182, 0.70616, -3.63453)  0.00
H (-1.96987, 0.12509, -3.64306)  0.00
C (-1.35650, -0.54614, 5.73081)  0.00
C (-0.36451, -1.61046, 5.65908)  0.00
O (-0.09079, -2.05576, 4.33994)  0.00
O (-2.71971, -1.07416, 5.42871)  0.00
H (-1.20079, 0.20383, 4.97026)  0.00
H (-1.25946, -0.05550, 6.69927)  0.00
H (-0.63115, -2.57524, 6.17389)  0.00
H (0.63312, -1.34615, 6.05174)  0.00
H (-0.88803, -2.52160, 3.95760)  0.00
H (-3.06426, -1.17909, 6.33082)  0.00